Record 1
C32H29ClN3O5PtS | ωB97M-V with the def2-TZVPD basis set

Cartesian coordinates (Å):
Pt 0.0753 -0.0219 0.3367
C 6.1553 2.2408 -1.7027
C 5.2801 2.3776 -2.9204
C 5.7432 2.9861 -4.0819
C 4.9450 3.0957 -5.2109
C 3.6535 2.5921 -5.1962
C 3.1657 1.9831 -4.0508
C 3.9751 1.8849 -2.9238
N 3.5237 1.1968 -1.7534
C 2.2680 1.1688 -1.2718
N 1.5060 2.2321 -1.5580
C 0.1416 2.3940 -1.3485
C -0.6345 1.3804 -0.8170
C -2.0185 1.5067 -0.7168
C -2.6148 2.6889 -1.1076
C -1.8242 3.7299 -1.5834
C -0.4503 3.6032 -1.7284
C 0.3807 4.7195 -2.3063
N 1.8996 0.1936 -0.4534
C 2.6790 -1.0246 -0.4420
C 2.8326 -1.7005 -1.6550
C 3.6171 -2.8294 -1.7342
C 4.2668 -3.2886 -0.5932
C 4.0914 -2.6326 0.6093
C 3.2822 -1.5003 0.7223
C 3.1214 -0.8489 2.0652
H 7.0877 2.7836 -1.8404
H 6.4125 1.1940 -1.5133
H 5.6602 2.6296 -0.8110
H 6.7529 3.3778 -4.0971
H 5.3346 3.5667 -6.1036
H 3.0295 2.6539 -6.0781
H 2.1701 1.5545 -4.0456
H 4.1660 0.5404 -1.3353
H 1.9740 2.9704 -2.0636
H -2.6189 0.6818 -0.3504
H -3.6871 2.8067 -1.0351
H -2.2926 4.6639 -1.8671
H -0.2322 5.6081 -2.4384
H 0.7803 4.4546 -3.2904
H 1.2147 4.9928 -1.6543
H 2.3021 -1.3397 -2.5282
H 3.7267 -3.3475 -2.6774
H 4.9158 -4.1527 -0.6492
H 4.6023 -2.9928 1.4936
H 4.0131 -1.0082 2.6694
H 2.2811 -1.3048 2.5925
H 2.9259 0.2188 1.9912
O 0.3213 -2.5278 0.7682
Cl -0.6745 -2.4979 -0.3027
O -1.7803 -1.6371 0.1836
O -1.1162 -3.7760 -0.6821
O -0.0739 -1.7506 -1.4246
C 3.5438 -1.8234 9.7207
C 3.1545 -0.4907 9.1512
O 3.8950 0.3318 8.7082
S 1.3239 -0.2435 9.1902
C 0.9721 0.1710 7.5013
C -0.2110 -0.3481 6.9732
C -0.4905 -0.2202 5.6274
C 0.4012 0.4505 4.7886
C 1.5229 1.0680 5.3419
C 1.8108 0.9316 6.6895
C 0.2312 0.4349 3.3686
C 0.1581 0.3735 2.1657
H 4.6255 -1.8958 9.8093
H 3.1685 -2.6035 9.0576
H 3.0665 -1.9669 10.6913
H -0.8919 -0.8868 7.6196
H -1.3882 -0.6571 5.2100
H 2.1768 1.6517 4.7062
H 2.6888 1.4024 7.1020

Calculated values
Net charge   +1
DFT total energy   -2754.36091 Eh
Largest force on an atom   0.0634 Eh/bohr
Energy relative to the best compared isomer or geometry (same formula, charge and spin)   223.5 kJ/mol

Atomic partial charges in e from the Mulliken method, atoms 1 to 6: atom 1 (Pt): 1.00, atom 2 (C): -1.49, atom 3 (C): 0.60, atom 4 (C): -0.75, atom 5 (C): -0.71, atom 6 (C): -0.94


Record 2
C53H50FeGe2N3O2P2 | ωB97M-V with the def2-TZVPD basis set

Cartesian coordinates (Å):
Fe -0.1347 0.6222 0.6671
O -0.2905 2.6492 0.4019
C -1.4123 3.3236 0.3971
C -1.5218 4.4853 -0.3942
C -2.6869 5.2187 -0.4431
C -3.8020 4.8601 0.3186
C -3.7041 3.7654 1.1502
C -2.5415 2.9867 1.2052
C -2.4127 1.9858 2.2440
N -1.4220 1.1832 2.2547
N -1.2391 0.4197 3.3906
C -0.0533 -0.1227 3.3329
O 0.7629 -0.0154 2.3314
C 0.4263 -0.9209 4.4950
C -0.4622 -1.3858 5.4625
C -0.0015 -2.1528 6.5193
C 1.3496 -2.4545 6.6251
C 2.2380 -1.9919 5.6657
C 1.7785 -1.2351 4.5993
H -0.6586 4.7712 -0.9808
H -2.7328 6.0953 -1.0789
H -4.7080 5.4492 0.2785
H -4.5332 3.4914 1.7944
H -3.1114 1.9839 3.0785
H -1.5115 -1.1374 5.3737
H -0.6977 -2.5162 7.2647
H 1.7082 -3.0502 7.4552
H 3.2926 -2.2239 5.7466
H 2.4574 -0.8828 3.8354
N -1.7550 -1.9902 -0.6640
P -1.7640 -1.7945 1.0289
C -3.5321 -1.8933 1.4460
C -3.9598 -1.2977 2.6315
C -5.3011 -1.3362 2.9860
C -6.2248 -1.9596 2.1611
C -5.8070 -2.5507 0.9765
C -4.4676 -2.5180 0.6213
C -1.0623 -3.3380 1.6822
C 0.3143 -3.3426 1.9082
C 0.9384 -4.4803 2.3945
C 0.1899 -5.6151 2.6712
C -1.1835 -5.6112 2.4705
C -1.8112 -4.4747 1.9826
P -0.7683 -0.9299 -1.5169
C -1.7888 -0.2612 -2.8472
C -3.1197 0.0504 -2.5732
C -3.8851 0.7152 -3.5177
C -3.3271 1.0795 -4.7353
C -1.9984 0.7856 -5.0071
C -1.2272 0.1237 -4.0646
C 0.4378 -2.0403 -2.2795
C 0.1788 -2.7702 -3.4372
C 1.0875 -3.7231 -3.8730
C 2.2489 -3.9580 -3.1508
C 2.5046 -3.2448 -1.9887
C 1.6016 -2.2881 -1.5561
H -1.9840 -2.8793 -1.0977
H -3.2371 -0.8050 3.2726
H -5.6241 -0.8686 3.9077
H -7.2714 -1.9820 2.4369
H -6.5258 -3.0357 0.3284
H -4.1573 -2.9698 -0.3136
H 0.8877 -2.4383 1.7391
H 2.0054 -4.4725 2.5772
H 0.6761 -6.5010 3.0597
H -1.7685 -6.4917 2.7035
H -2.8863 -4.4668 1.8459
H -3.5570 -0.2279 -1.6214
H -4.9176 0.9555 -3.2993
H -3.9269 1.6020 -5.4695
H -1.5556 1.0846 -5.9482
H -0.1828 -0.0761 -4.2710
H -0.7279 -2.5974 -4.0032
H 0.8860 -4.2830 -4.7774
H 2.9598 -4.6974 -3.4973
H 3.4133 -3.4180 -1.4278
H 1.8117 -1.7171 -0.6592
C 2.1218 4.0250 1.8639
Ge 3.2340 2.7739 0.8388
C 4.0708 1.5904 2.1789
C 4.6603 3.7879 -0.0832
Ge 1.9621 1.5164 -0.8278
C 3.2176 0.3833 -1.8594
C 4.3530 -0.1876 -1.2878
C 5.1948 -1.0138 -2.0211
C 4.9091 -1.2955 -3.3494
C 3.7828 -0.7352 -3.9390
C 2.9539 0.0942 -3.2000
C 1.2984 2.6794 -2.2732
C 2.2355 3.4043 -3.0137
C 1.8462 4.2012 -4.0807
C 0.5066 4.2723 -4.4425
C -0.4330 3.5477 -3.7271
C -0.0372 2.7643 -2.6502
H 2.7320 4.4758 2.6491
H 1.2773 3.5076 2.3166
H 1.7259 4.8149 1.2252
H 4.6974 2.2006 2.8334
H 4.6957 0.8028 1.7568
H 3.2913 1.1269 2.7838
H 5.3381 4.2269 0.6516
H 4.2323 4.5933 -0.6809
H 5.2426 3.1420 -0.7423
H 4.5967 0.0121 -0.2485
H 6.0769 -1.4343 -1.5526
H 5.5607 -1.9423 -3.9238
H 3.5517 -0.9436 -4.9770
H 2.0894 0.5395 -3.6825
H 3.2896 3.3425 -2.7627
H 2.5904 4.7630 -4.6322
H 0.2006 4.8911 -5.2772
H -1.4819 3.5948 -3.9959
H -0.7956 2.2263 -2.0925

Calculated values
Net charge   0
DFT total energy   -8464.68771 Eh
⟨S²⟩   8.766
Largest force on an atom   0.0148 Eh/bohr
Multiplicity   6

Atomic partial charges in e from the Mulliken method, atoms 1 to 6: atom 1 (Fe): 3.17, atom 2 (O): -1.12, atom 3 (C): -0.07, atom 4 (C): -0.69, atom 5 (C): -0.71, atom 6 (C): -0.91


Record 3
C5H12NO | ωB97M-V with the def2-TZVPD basis set

Cartesian coordinates (Å):
C -1.8563 1.1797 -0.2897
C -0.5077 0.7190 0.2572
C 0.4327 1.9263 0.3623
C 0.1114 -0.4211 -0.5274
N 1.2066 -1.0759 0.1137
C 1.1376 -2.6479 0.0702
O -0.0581 -3.1456 0.0134
H -1.6973 1.6501 -1.2719
H -2.2631 1.9759 0.3408
H -2.5808 0.3756 -0.4754
H -0.6542 0.3533 1.2867
H 1.3342 1.6397 0.9090
H 0.7072 2.2545 -0.6337
H 0.0134 2.7300 0.9611
H -0.7081 -1.1161 -0.7504
H 0.3681 -0.0292 -1.5244
H 1.4403 -0.6326 0.9974
H 1.7904 -2.8626 -0.8051
H 1.7837 -2.8730 0.9661

Calculated values
Net charge   -1
DFT total energy   -327.67848 Eh
Largest force on an atom   0.0234 Eh/bohr
SMILES string   CC(C)CNC[O-]
Energy relative to the best compared isomer or geometry (same formula, charge and spin)   46.1 kJ/mol

Atomic partial charges in e from the Mulliken method, atoms 1 to 6: atom 1 (C): -1.57, atom 2 (C): 0.71, atom 3 (C): -1.37, atom 4 (C): -0.70, atom 5 (N): -0.36, atom 6 (C): -0.40


Record 4
C6H8O2 | ωB97M-V with the def2-TZVPD basis set

Cartesian coordinates (Å):
C -0.1036 0.7515 -0.6311
C 0.9810 -0.1016 -0.3653
C 0.3356 -1.4985 -0.2588
C -0.9129 -1.0046 0.2647
C -0.7492 0.4272 0.6608
C 0.6816 0.5660 0.9888
H 0.9217 2.5142 -0.7711
H -0.9031 0.3924 -1.2880
H 2.0467 0.1682 -0.6392
H 0.2518 -2.2943 -0.9668
H 1.0018 -1.9735 0.4460
H -1.4361 -1.4725 1.2551
H -1.6066 -0.8460 -0.6122
H -1.6903 0.9802 1.1231
O -0.1075 2.1519 -1.0271
O 1.2889 1.2394 1.8211

Calculated values
Net charge   0
DFT total energy   -383.73052 Eh
Largest force on an atom   0.1934 Eh/bohr
Energy relative to the best compared isomer or geometry (same formula, charge and spin)   471.5 kJ/mol

Atomic partial charges in e from the Mulliken method, atoms 1 to 6: atom 1 (C): -0.38, atom 2 (C): -0.04, atom 3 (C): -0.78, atom 4 (C): -0.41, atom 5 (C): 0.03, atom 6 (C): 0.30


Record 5
C48H42CsFN8O5S | ωB97M-V with the def2-TZVPD basis set

Cartesian coordinates (Å):
Cs 1.1722 0.5918 0.4226
O -2.4684 0.4717 -4.6997
C -1.5586 0.0822 -3.9565
N -1.5446 -0.8993 -3.0386
C -2.2594 -2.0182 -3.2032
O -2.6850 -2.5478 -4.2411
C -2.4371 -2.8375 -1.9143
C -3.3344 -3.9049 -1.9402
C -3.5104 -4.6659 -0.7956
C -2.7725 -4.3533 0.3389
C -1.8989 -3.2785 0.2712
N -1.7375 -2.5241 -0.8188
C -0.2714 0.9139 -3.9847
C 0.0737 1.6045 -5.1454
C 1.2230 2.3772 -5.1504
C 1.9791 2.4743 -3.9866
C 1.5443 1.7639 -2.8805
N 0.4660 0.9824 -2.8794
H -3.8555 -4.1018 -2.8697
H -4.2094 -5.4965 -0.7869
H -2.8643 -4.9201 1.2584
H -1.2899 -3.0087 1.1355
H -0.5775 1.5219 -6.0027
H 1.5186 2.9113 -6.0448
H 2.8707 3.0877 -3.9271
H 2.0751 1.8316 -1.9342
C -0.1929 8.4090 1.6225
C -1.5262 7.7783 1.2511
C -2.2045 8.6025 0.1689
C -3.5578 8.0139 -0.1785
C -3.4071 6.5690 -0.5697
C -4.3001 5.9694 -1.4286
C -4.1570 4.6305 -1.7643
F -5.0571 4.0973 -2.6078
C -3.1510 3.8645 -1.2609
C -2.2278 4.4521 -0.3864
C -1.1707 3.5839 0.1952
O -1.2027 2.3660 0.0179
C -0.1738 4.2846 0.9750
C -0.3749 5.5904 1.2609
N -1.3884 6.3805 0.7916
C -2.3389 5.8077 -0.0539
C 1.1409 3.6767 1.4725
O 1.4679 3.9394 2.6492
O 1.7744 3.0247 0.6002
H -0.3486 9.4806 1.7629
H 0.5382 8.2669 0.8221
H 0.2285 8.0140 2.5458
H -2.1725 7.7846 2.1354
H -1.5572 8.6193 -0.7143
H -2.3032 9.6282 0.5260
H -4.0389 8.5691 -0.9849
H -4.2146 8.0945 0.6946
H -5.1209 6.5381 -1.8518
H -3.0413 2.8182 -1.5232
H 0.3358 6.0641 1.9226
C 0.6602 -5.5107 0.6188
C 0.8732 -4.7376 -0.6866
C 2.2331 -4.9790 -1.2939
C 2.4155 -5.9922 -2.2331
C 3.6547 -6.2298 -2.8110
C 4.7314 -5.4299 -2.4524
C 4.5889 -4.4055 -1.5206
C 5.7630 -3.5343 -1.1558
C 6.5208 -4.0318 0.0764
C 3.3355 -4.1907 -0.9257
N 3.1651 -3.1079 -0.0383
C 3.2728 -3.3557 1.2115
C 3.1473 -2.4078 2.2853
C 3.2777 -2.7218 3.6514
C 3.1033 -1.5108 4.3368
C 2.8777 -0.5458 3.3345
N 2.9052 -1.0767 2.1003
H -0.3634 -5.3858 0.9842
H 1.3396 -5.1670 1.4043
H 0.8385 -6.5815 0.4692
H 0.7371 -3.6687 -0.5157
H 0.1085 -5.0354 -1.4090
H 1.5550 -6.5909 -2.5238
H 3.7733 -7.0155 -3.5514
H 5.7041 -5.5873 -2.9126
H 5.4067 -2.5194 -0.9713
H 6.4464 -3.4938 -2.0080
H 5.8896 -3.9866 0.9676
H 7.4090 -3.4201 0.2658
H 6.8397 -5.0703 -0.0567
H 3.4898 -4.3794 1.5423
H 3.4646 -3.7064 4.0673
H 3.1348 -1.3425 5.4062
H 2.7090 0.5168 3.4729
N -3.2191 0.3197 0.2656
C -2.8922 -0.4021 1.3725
N -1.7262 -0.4109 1.9383
C -1.7327 -1.2378 3.0573
C -0.6059 -1.5412 3.8249
C -0.7331 -2.4351 4.8766
C -1.9621 -3.0343 5.1734
C -3.0849 -2.7571 4.4050
C -2.9544 -1.8610 3.3499
S -4.1352 -1.3577 2.1730
H -2.4391 0.8107 -0.1679
H -3.8672 -0.1040 -0.3732
H 0.3626 -1.1058 3.5834
H 0.1493 -2.6815 5.4599
H -2.0376 -3.7364 5.9993
H -4.0350 -3.2392 4.6170

Calculated values
Net charge   -2
DFT total energy   -3186.98300 Eh
Largest force on an atom   0.0407 Eh/bohr
Energy relative to the best compared isomer or geometry (same formula, charge and spin)   132.3 kJ/mol

Atomic partial charges in e from the Mulliken method, atoms 1 to 6: atom 1 (Cs): 1.20, atom 2 (O): -0.74, atom 3 (C): 0.12, atom 4 (N): -0.17, atom 5 (C): 0.03, atom 6 (O): -0.77


> Look up the largest force on an atom of the first one.

0.0634 Eh/bohr


> Which of these has the lowest largest force on an atom?

C53H50FeGe2N3O2P2


> Which formula does entry 2 have?

C53H50FeGe2N3O2P2